A structure of composition C9H10F5HgN, computed with ωB97M-V/def2-TZVPD.

Its largest force on an atom is 2.58 eV/Å. As for the molar mass: 427.8 g/mol. The HOMO-LUMO gap comes out at 4.572 eV. For the LUMO energy, the calculation gives 5.89 eV.

```
! RIJCOSX wB97M-V def2-TZVPD def2/J DEFGRID3
* xyz -2 1
C -1.070 1.286 -2.428
C 0.315 1.021 -2.639
C 1.058 1.726 -1.642
C 0.124 2.430 -0.816
C -1.190 2.140 -1.297
Hg -0.267 -0.525 0.355
N -2.294 -1.362 0.470
C -0.019 -2.701 -0.279
C 1.040 -2.245 -1.071
H 2.147 1.715 -1.516
H 0.749 0.400 -3.424
H 0.383 3.076 0.025
H -2.110 2.528 -0.874
H -1.887 0.877 -3.012
H 0.858 -1.963 -2.114
H -0.979 -2.937 -0.742
H -3.066 -0.763 0.887
H 2.075 -2.365 -0.744
H 0.157 -3.142 0.709
F -0.577 1.558 2.448
C 0.396 0.658 2.092
F 1.576 1.349 1.955
C 0.599 -0.412 3.180
F 0.961 0.047 4.390
F -0.562 -1.126 3.332
F 1.583 -1.270 2.755
*
```

=====

A structure of composition C4H7NO, computed with ωB97M-V/def2-TZVPD.

Its largest force on an atom is 8.94 eV/Å. As for the molar mass: 85.1 g/mol. The HOMO-LUMO gap comes out at 9.824 eV. For the LUMO energy, the calculation gives 0.33 eV.

```
! RIJCOSX wB97M-V def2-TZVPD def2/J DEFGRID3
* xyz 0 1
C 1.781 -0.625 0.083
C 0.370 -0.080 0.048
C -0.668 0.448 0.278
C -2.078 0.947 0.423
H 1.251 -1.947 -2.180
H 2.857 -2.380 -1.056
H 2.379 0.562 -0.333
H 2.300 -0.974 1.409
H -2.465 1.056 -0.929
H -3.002 -0.002 1.044
H -2.781 2.741 0.824
N 1.805 -2.158 -0.925
O -1.750 2.412 1.314
*
```